(1)
DFT (wB97M-V/def2-TZVPD) results for a structure of composition C2HHgO3.

* E_LUMO (alpha / beta): -3.659 / -7.935 eV
* gap between HOMO and LUMO (alpha / beta): 10.59 / 6.69 eV
* HOMO energy (alpha / beta): -14.25 / -14.62 eV
* expectation value of S²: 2.022
* F_max: 1.6 eV Å⁻¹

ORCA input file:
```
! wB97M-V def2-TZVPD RIJCOSX def2/J DEFGRID3
* xyz 1 3
Hg 4.960 -1.339 -0.062
O 2.767 -0.039 -0.168
O -1.385 1.297 -0.122
O 1.677 -0.820 -0.006
C -0.459 0.454 0.097
C 0.565 -0.206 0.079
H -1.102 2.223 -0.028
*
```

Here are the Mulliken charges for atoms 1 to 5, given in e:
1 Hg 0.756
2 O -0.399
3 O -0.408
4 O -0.039
5 C 0.430

***

(2)
DFT (wB97M-V/def2-TZVPD) results for a structure of composition C34H29BiI2N2O7S.

* E_LUMO: -0.255 eV
* gap between HOMO and LUMO: 8.02 eV
* HOMO energy: -8.28 eV
* F_max: 0.5 eV Å⁻¹

ORCA input file:
```
! wB97M-V def2-TZVPD RIJCOSX def2/J DEFGRID3
* xyz 0 1
Bi -0.241 -0.514 -1.481
I -0.274 0.183 -6.022
I 5.605 -0.976 -6.604
S 1.237 0.006 1.864
O 0.719 0.494 -3.063
O 0.970 1.426 1.621
O -0.427 1.657 -0.549
O 0.309 -0.833 1.078
O -3.094 2.502 -2.503
O 2.616 -0.399 1.644
O -1.891 0.624 -2.504
N 2.219 -1.126 -1.185
N 0.474 -2.540 -2.862
C -3.554 5.179 0.535
C -3.810 -0.744 2.232
C -0.012 -1.079 7.687
C 3.020 -0.102 -3.234
C -0.128 0.379 5.631
C 0.284 -0.803 6.236
C -2.493 5.936 1.022
C 2.709 -0.344 -5.992
C 3.114 -0.080 -1.740
C 1.608 -3.161 -2.540
C 1.002 -1.726 5.476
C -2.768 0.070 2.659
C -1.212 5.416 0.985
C -0.172 -4.379 -4.233
C 1.006 -5.034 -3.897
C 0.165 0.643 4.300
C 3.954 -0.519 -5.408
C -1.844 1.966 -0.509
C -2.044 3.385 -0.015
C 1.904 -4.422 -3.046
C -4.229 -0.687 0.911
C -3.333 3.914 0.023
C -2.556 0.984 0.433
C 1.622 -0.037 -5.188
C 0.870 -0.293 3.562
C 1.303 -1.477 4.150
C -0.986 4.145 0.466
C 4.109 -0.411 -4.035
C -0.398 -3.133 -3.692
C 1.758 0.119 -3.802
C -3.602 0.168 0.011
C -2.325 1.733 -1.979
C -2.158 0.933 1.766
C 2.592 -2.479 -1.615
H 2.579 -0.449 -7.060
H -0.003 1.687 0.349
H 2.789 0.881 -1.336
H 4.140 -0.254 -1.409
H 1.868 -2.190 3.563
H 0.028 3.768 0.431
H 2.303 -1.083 -0.168
H -1.287 -2.562 -3.936
H -0.480 -2.056 7.812
H 2.735 -3.112 -0.737
H 1.334 -2.649 5.936
H -3.941 0.200 -1.018
H -2.669 6.925 1.426
H -4.559 5.582 0.549
H 1.223 -6.014 -4.303
H -0.680 1.110 6.210
H -0.676 -0.324 8.105
H -5.047 -1.309 0.572
H -0.894 -4.822 -4.903
H -4.160 3.334 -0.363
H -0.375 5.998 1.351
H -0.136 1.575 3.841
H -4.295 -1.418 2.927
H 0.909 -1.080 8.273
H 3.552 -2.447 -2.138
H -1.359 1.583 2.105
H 2.835 -4.905 -2.779
H -2.431 0.036 3.687
H 5.078 -0.572 -3.578
*
```

Here are the Mulliken charges for atoms 1 to 5, given in e:
1 Bi 2.054
2 I 0.051
3 I 0.061
4 S 1.828
5 O -0.332

***

(3)
DFT (wB97M-V/def2-TZVPD) results for the molecule C3H5N3S2.

* E_LUMO: -0.169 eV
* SMILES: NC(=S)/N=C\NC=S
* gap between HOMO and LUMO: 8.26 eV
* HOMO energy: -8.43 eV
* F_max: 4.3 eV Å⁻¹

ORCA input file:
```
! wB97M-V def2-TZVPD RIJCOSX def2/J DEFGRID3
* xyz 0 1
S -0.271 1.103 -2.407
S 1.894 -0.817 0.934
N -0.717 -1.497 0.373
N 0.979 1.892 -0.193
N -1.104 0.947 0.222
C 0.630 -1.682 0.218
C -0.140 1.244 -0.714
C -1.356 -0.177 0.711
H 1.920 2.079 -0.699
H 0.821 -2.716 -0.257
H -2.170 -0.402 1.321
H 0.931 2.159 0.808
H -1.417 -2.133 -0.318
*
```

Here are the Mulliken charges for atoms 1 to 5, given in e:
1 S -0.331
2 S -0.250
3 N -0.262
4 N -0.319
5 N -0.330

***

(4)
DFT (wB97M-V/def2-TZVPD) results for a cluster of 18 separate species, H37O18 in total.

* E_LUMO (alpha / beta): -5.327 / -13.316 eV
* gap between HOMO and LUMO (alpha / beta): 10.00 / 1.53 eV
* HOMO energy (alpha / beta): -15.33 / -14.85 eV
* expectation value of S²: 0.756
* F_max: 2.2 eV Å⁻¹

ORCA input file:
```
! wB97M-V def2-TZVPD RIJCOSX def2/J DEFGRID3
* xyz 2 2
O -0.730 4.238 -0.931
O 0.231 -3.480 -0.948
O -4.090 3.094 3.489
O 2.940 -5.295 -1.651
O 1.387 3.425 -2.355
O 2.022 -2.331 -5.147
O 1.531 -4.931 1.740
O -2.459 0.737 -0.022
O -3.275 -3.137 3.632
O -2.640 -3.848 -2.678
O 3.246 -1.152 -0.171
O -0.306 -0.336 1.125
O 2.674 3.340 2.769
O 4.578 1.183 -0.067
O -2.355 0.979 2.796
O -2.933 2.391 -3.308
O 1.087 2.059 0.796
O -1.369 3.309 1.195
H -1.611 0.509 2.378
H -0.547 -3.858 -1.403
H 3.189 -5.859 -0.928
H 4.204 1.528 -0.884
H -0.147 4.047 -1.705
H -1.281 3.699 0.166
H -1.856 2.449 1.174
H 3.549 -0.941 0.716
H -0.443 0.109 0.280
H 2.830 3.753 1.912
H -1.984 1.158 3.655
H 1.146 2.969 -1.542
H 2.275 -5.419 2.068
H -2.810 1.437 -3.232
H -3.885 3.117 2.561
H -3.293 3.089 4.018
H 2.013 -1.615 -5.793
H 1.808 -4.018 1.823
H -2.320 -4.648 -2.257
H -2.754 0.285 -0.815
H -3.876 2.336 -3.512
H 5.319 1.727 0.214
H 1.584 1.228 0.848
H 3.461 2.846 3.012
H -2.308 0.082 0.657
H 1.591 2.542 1.494
H 1.042 3.099 -3.187
H -0.674 5.205 -0.945
H 3.855 -0.664 -0.732
H -2.714 -3.442 2.915
H 2.557 -5.672 -2.449
H 0.875 -4.221 -0.890
H -0.557 -1.248 0.945
H -0.426 2.973 1.186
H -3.094 -3.664 4.416
H 2.895 -2.308 -4.739
H -3.484 -4.069 -3.087
*
```

Here are the Mulliken charges for atoms 1 to 5, given in e:
1 O -0.525
2 O -0.289
3 O -0.545
4 O -0.559
5 O -0.739

***

Q: Which of these has the lowest F_max?
A: C34H29BiI2N2O7S